# 1
13
Properties=species:S:1:pos:R:3:lowdin_charge:R:1 method="wB97M-V/def2-TZVPD" relative_energy_kj_mol=574.3 e_lumo_ev=-1.71
O -2.10622 -0.44989 -0.70045 0.04
C -1.35814 -0.52180 0.26038 -0.33
C 0.07368 -0.87882 0.20250 0.08
C 0.72453 -0.05886 -0.89502 -0.28
O 2.05470 0.33954 -0.58061 -0.08
N 0.31977 0.99552 1.42651 0.00
H -1.80239 -0.04848 1.14088 0.11
H 0.59806 -1.17608 1.11461 0.12
H 0.18252 0.88934 -0.88447 0.10
H 0.73478 -0.55544 -1.89845 0.15
H 1.93018 0.58296 0.35896 0.05
H -0.27373 1.52477 0.76513 0.01
H -0.14254 1.29538 2.29647 0.02

---

# 2
17
Properties=species:S:1:pos:R:3:lowdin_charge:R:1 method="wB97M-V/def2-TZVPD" relative_energy_kj_mol=157.1 e_lumo_ev=0.58 smiles=C[C@H](N)CO.O
C -1.66896 -1.20320 -0.97593 -0.07
C -0.78417 -0.36307 0.04789 -0.43
N -0.26815 0.80697 -0.64332 0.00
C 0.30417 -1.28493 0.69653 -0.21
O 0.69249 -0.67022 1.92046 -0.09
H -2.12680 -0.39159 -1.76712 0.11
H -1.12753 -1.95587 -1.56635 0.06
H -2.57603 -1.53203 -0.45127 0.06
H -1.45929 -0.06566 0.78383 0.10
H -0.27033 1.05743 -1.65829 0.10
H 0.11996 1.55366 0.01314 0.08
H -0.04049 -2.25303 1.05565 0.12
H 1.18147 -1.37235 0.05488 0.11
H 1.07979 0.20736 1.90807 0.06
O 2.40626 2.47495 -0.12572 0.00
H 2.34954 3.26445 0.41141 0.05
H 2.18809 1.72712 0.29615 -0.07

---

# 3
79
Properties=species:S:1:pos:R:3:lowdin_charge:R:1 method="wB97M-V/def2-TZVPD" e_lumo_ev=-2.78 charge=+1
C 5.34915 -0.41332 2.72523 -0.06
C 5.48232 -0.36665 1.19432 -0.40
O 6.79788 -0.83646 0.87289 -0.04
C 5.38779 1.07167 0.63141 -0.16
N 4.32965 1.26220 -0.38045 -0.04
C 3.22062 2.09498 0.10153 -0.18
C 2.29512 1.20484 0.93709 -0.15
O 1.10346 1.91450 1.42107 0.01
C 0.06659 1.09403 1.56967 -0.28
C -0.02025 -0.02993 2.28308 -0.51
S 1.13953 -0.87813 3.28941 0.88
N -1.32312 -0.53488 2.10875 0.17
C -1.95287 0.30072 1.31220 -0.22
C -3.39143 -0.00462 0.92659 -0.04
C -3.49955 -1.41306 0.31274 -0.04
C -2.98962 -1.49778 -1.12714 -0.61
F -2.12600 -0.50835 -1.45132 0.14
F -3.99993 -1.43616 -1.99531 0.15
F -2.31391 -2.64404 -1.27463 0.15
N -1.18180 1.31636 0.96477 0.11
C -1.59230 2.42654 0.12328 0.00
C -0.96540 2.23964 -1.29668 -0.27
C 0.27682 3.03168 -1.54674 -0.04
O 0.26281 1.60028 -1.33426 -0.04
H 5.22726 -1.44716 3.06580 0.09
H 6.29415 -0.05167 3.14184 0.09
H 4.53050 0.19035 3.12571 0.04
H 4.73835 -1.03431 0.73420 0.13
H 6.99914 -1.53249 1.50820 0.09
H 6.36506 1.36346 0.24601 0.13
H 5.19169 1.71644 1.49731 0.05
H 3.92812 0.35914 -0.60911 0.09
H 2.68241 2.47222 -0.76859 0.10
H 3.59900 2.92780 0.69518 0.13
H 2.88213 0.77966 1.75211 0.08
H 1.96193 0.39169 0.28723 0.13
H 0.62049 -0.67816 4.52656 -0.13
H -1.67101 -1.37986 2.53117 0.18
H -3.81904 0.75157 0.27459 0.12
H -3.94725 -0.03120 1.86745 0.14
H -4.55790 -1.67786 0.29206 0.14
H -2.98564 -2.17406 0.89660 0.12
H -2.65109 2.39342 -0.10955 0.12
H -1.26268 3.39218 0.48893 0.14
H -1.64830 2.11265 -2.12324 0.14
H 0.38309 3.31809 -2.58354 0.12
H 0.73924 3.52208 -0.70204 0.11
Br 5.77001 3.19154 3.94587 0.67
C 4.51054 2.29259 5.12397 -0.68
C 3.09564 2.47208 4.64755 -0.71
Br 2.40726 4.25057 5.05601 0.63
H 4.67415 2.68154 6.12394 0.06
H 4.79117 1.24113 5.09510 0.05
H 2.43017 1.78462 5.16714 0.00
H 2.99147 2.33441 3.57432 0.02
Br -6.34291 -3.14329 -7.65132 0.64
C -5.56514 -2.07003 -6.23194 -0.70
C -5.81939 -2.67262 -4.87628 -0.70
Br -7.64986 -2.36736 -4.28660 0.61
H -5.97367 -1.06961 -6.33448 0.05
H -4.49750 -2.04748 -6.44618 0.03
H -5.19403 -2.19546 -4.12549 0.03
H -5.65620 -3.74547 -4.85231 0.05
Br -3.49348 -3.18013 -12.79830 0.61
C -2.86755 -4.29649 -11.33392 -0.70
C -3.57665 -3.96878 -10.04733 -0.71
Br -2.90455 -2.31938 -9.26207 0.60
H -1.79251 -4.16132 -11.27126 0.05
H -3.08645 -5.31787 -11.63810 0.06
H -3.38903 -4.73770 -9.30077 0.06
H -4.64710 -3.84277 -10.17175 0.02
Br -1.55416 -1.02847 7.40624 0.60
C -0.91017 0.67267 8.10462 -0.68
C 0.25547 1.17777 7.30170 -0.70
Br 1.89588 0.21774 7.73378 0.63
H -0.67039 0.51760 9.15157 0.06
H -1.75382 1.35469 8.02450 0.06
H 0.46609 2.21904 7.53852 0.06
H 0.10151 1.07825 6.23087 0.03

---

# 4
14
Properties=species:S:1:pos:R:3:lowdin_charge:R:1 method="wB97M-V/def2-TZVPD" relative_energy_kj_mol=389.0 e_lumo_ev="0.24 / -0.09"
C 1.93817 -0.37372 -0.03581 -0.24
C -2.09906 -1.50228 -0.04597 0.02
C -1.10250 -0.58131 -0.26144 -0.22
C 0.44776 1.40396 0.13193 -0.20
C -0.31839 0.14178 0.67986 -0.06
N 1.77411 0.93791 -0.18483 0.01
O 2.76974 -1.26920 -0.06784 0.07
H -2.50021 -1.91410 -0.86435 0.00
H -2.45691 -1.87064 0.92326 0.06
H -1.07076 -0.41820 -1.31662 0.09
H 0.02796 1.66472 -0.88523 0.12
H 0.40345 2.22586 0.83053 0.10
H -0.17950 -0.10202 1.71839 0.10
H 2.36615 1.65725 -0.62187 0.15